# 1
C41H65CdN5O3PSSe2 as an isolated structure, computed with ωB97M-V/def2-TZVPD.

Cartesian coordinates (Å):
Cd 0.112 0.066 -0.358
C 1.716 -4.386 -2.273
Se 1.394 -2.688 -3.160
C -0.244 -3.207 -4.078
C -0.808 -2.020 -4.843
Se -1.287 -0.503 -3.711
C -2.704 -1.405 -2.742
H 0.984 -4.540 -1.481
H 2.712 -4.341 -1.837
H 1.675 -5.202 -2.992
H -0.950 -3.565 -3.329
H -0.011 -4.028 -4.756
H -1.696 -2.309 -5.406
H -0.076 -1.627 -5.549
H -3.474 -1.742 -3.434
H -3.109 -0.666 -2.058
H -2.306 -2.236 -2.164
O -1.564 1.948 0.589
N 0.363 2.940 2.218
C 0.366 4.177 2.735
C 1.085 4.537 3.851
C 1.850 3.541 4.465
C 1.862 2.273 3.941
C 1.099 1.973 2.789
S 1.137 0.364 2.136
H -0.245 4.904 2.207
H 1.052 5.548 4.231
H 2.433 3.768 5.350
H 2.452 1.484 4.388
C -1.385 -2.255 2.904
C -1.650 -3.539 2.106
C -1.784 -3.044 0.653
O -1.821 -1.619 0.706
C -2.078 -1.207 2.056
H -0.319 -2.027 2.962
H -1.776 -2.301 3.920
H -2.579 -4.006 2.434
H -0.853 -4.276 2.219
H -2.693 -3.422 0.175
H -0.930 -3.324 0.028
H -3.160 -1.191 2.237
H -1.670 -0.206 2.180
C -4.451 4.717 -2.889
C -3.917 3.302 -3.125
C -3.053 3.328 -4.395
C -5.083 2.338 -3.365
P -2.800 2.560 -1.793
C -1.603 3.930 -1.536
C -0.368 3.768 -2.167
C 0.628 4.731 -2.065
C 0.414 5.873 -1.307
C -0.803 6.045 -0.660
C -1.800 5.087 -0.780
C -3.783 2.419 -0.188
C -4.935 3.382 0.089
C -2.778 2.552 0.955
C -4.323 0.977 -0.161
H -4.945 5.067 -3.803
H -3.645 5.418 -2.664
H -5.183 4.767 -2.084
H -3.683 3.601 -5.247
H -2.600 2.354 -4.600
H -2.253 4.068 -4.320
H -5.657 2.675 -4.234
H -5.768 2.286 -2.518
H -4.721 1.327 -3.575
H -0.174 2.853 -2.717
H 1.579 4.575 -2.560
H 1.191 6.621 -1.214
H -0.979 6.932 -0.064
H -2.743 5.259 -0.284
H -4.637 4.428 0.043
H -5.315 3.192 1.100
H -5.768 3.236 -0.598
H -2.629 3.604 1.215
H -0.846 2.312 1.167
H -3.207 2.062 1.843
H -4.935 0.742 -1.032
H -4.941 0.837 0.732
H -3.499 0.262 -0.119
C 3.123 0.698 -3.416
C 3.046 1.587 -2.224
N 1.997 1.738 -1.451
C 2.342 2.684 -0.503
C 3.615 3.106 -0.714
N 4.055 2.399 -1.818
H 2.246 0.055 -3.426
H 4.015 0.067 -3.401
H 3.136 1.278 -4.341
H 1.647 2.995 0.260
H 4.238 3.812 -0.193
H 4.966 2.459 -2.236
C 5.156 -5.904 2.261
C 3.649 -5.775 2.087
N 2.960 -5.237 3.254
C 2.731 -6.119 4.398
C 3.666 -5.846 5.569
C 2.512 -3.958 3.364
O 1.892 -3.567 4.339
C 2.814 -3.026 2.223
C 4.016 -2.342 2.144
C 4.231 -1.494 1.071
C 3.234 -1.363 0.117
N 2.065 -1.996 0.197
C 1.869 -2.799 1.236
H 5.607 -6.304 1.351
H 5.404 -6.578 3.083
H 5.605 -4.931 2.468
H 3.217 -6.757 1.879
H 3.427 -5.146 1.227
H 2.847 -7.143 4.040
H 1.699 -5.988 4.723
H 4.712 -5.919 5.267
H 3.490 -6.567 6.370
H 3.486 -4.846 5.964
H 4.765 -2.461 2.919
H 5.150 -0.931 0.980
H 3.363 -0.711 -0.740
H 0.904 -3.296 1.285

Calculated values
Kohn-Sham gap (alpha / beta) (eV): 5.46 / 7.37
⟨S²⟩: 0.75
Multiplicity: 2
Highest occupied orbital energy (alpha / beta) (Eh): -0.184 / -0.256

Results of the Löwdin charge analysis, in e, for atoms 1 through 99: atom 1 (Cd): 1.153, atom 2 (C): -0.424, atom 3 (Se): 0.852, atom 4 (C): -0.579, atom 5 (C): -0.596, atom 6 (Se): 0.774, atom 7 (C): -0.407, atom 8 (H): 0.008, atom 9 (H): 0.007, atom 10 (H): 0.019, atom 11 (H): 0.051, atom 12 (H): 0.065, atom 13 (H): 0.061, atom 14 (H): 0.051, atom 15 (H): 0.030, atom 16 (H): -0.026, atom 17 (H): 0.000, atom 18 (O): -0.262, atom 19 (N): -0.011, atom 20 (C): -0.141, atom 21 (C): -0.087, atom 22 (C): -0.086, atom 23 (C): -0.116, atom 24 (C): -0.756, atom 25 (S): 0.552, atom 26 (H): 0.101, atom 27 (H): 0.094, atom 28 (H): 0.103, atom 29 (H): 0.092, atom 30 (C): -0.163, atom 31 (C): -0.153, atom 32 (C): -0.208, atom 33 (O): -0.281, atom 34 (C): -0.233, atom 35 (H): 0.064, atom 36 (H): 0.118, atom 37 (H): 0.107, atom 38 (H): 0.096, atom 39 (H): 0.114, atom 40 (H): 0.095, atom 41 (H): 0.123, atom 42 (H): 0.067, atom 43 (C): -0.088, atom 44 (C): -0.701, atom 45 (C): -0.116, atom 46 (C): -0.105, atom 47 (P): 1.155, atom 48 (C): -0.353, atom 49 (C): -0.120, atom 50 (C): -0.099, atom 51 (C): -0.088, atom 52 (C): -0.091, atom 53 (C): -0.106, atom 54 (C): -0.618, atom 55 (C): -0.084, atom 56 (C): -0.285, atom 57 (C): -0.102, atom 58 (H): 0.084, atom 59 (H): 0.070, atom 60 (H): 0.059, atom 61 (H): 0.083, atom 62 (H): 0.045, atom 63 (H): 0.074, atom 64 (H): 0.084, atom 65 (H): 0.059, atom 66 (H): 0.074, atom 67 (H): 0.084, atom 68 (H): 0.100, atom 69 (H): 0.099, atom 70 (H): 0.101, atom 71 (H): 0.088, atom 72 (H): 0.062, atom 73 (H): 0.089, atom 74 (H): 0.068, atom 75 (H): 0.109, atom 76 (H): 0.005, atom 77 (H): 0.128, atom 78 (H): 0.065, atom 79 (H): 0.088, atom 80 (H): 0.051, atom 81 (C): -0.023, atom 82 (C): -0.428, atom 83 (N): 0.031, atom 84 (C): -0.176, atom 85 (C): -0.087, atom 86 (N): 0.092, atom 87 (H): 0.013, atom 88 (H): 0.080, atom 89 (H): 0.083, atom 90 (H): 0.077, atom 91 (H): 0.107, atom 92 (H): 0.150, atom 93 (C): -0.067, atom 94 (C): -0.203, atom 95 (N): -0.055, atom 96 (C): -0.199, atom 97 (C): -0.070, atom 98 (C): -0.423, atom 99 (O): 0.079

---

# 2
A 7-piece molecular cluster, C41H67B2Cl2N3O15S8 overall at a distorted geometry, computed with ωB97M-V/def2-TZVPD.

Cartesian coordinates (Å):
C 1.167 -0.694 5.997
C 1.561 -0.526 4.555
O 0.690 0.411 3.884
C 0.732 0.345 2.514
C 1.920 0.167 1.828
C 1.978 0.096 0.433
B 3.397 -0.099 -0.224
N 3.653 -1.089 -1.235
O 4.415 0.750 0.208
C 0.782 0.220 -0.301
B 0.715 0.139 -1.890
N 0.370 1.260 -2.730
O 0.990 -1.088 -2.446
C -0.399 0.439 0.412
C -0.459 0.498 1.800
N -1.681 0.715 2.466
C -2.756 -0.079 2.038
C -3.619 -0.719 2.939
C -3.411 -0.590 4.393
Cl -2.445 -1.803 5.150
C -3.926 0.399 5.110
C -3.760 0.611 6.572
Cl -4.882 1.610 4.317
C -4.682 -1.482 2.477
C -4.922 -1.645 1.129
C -4.093 -1.002 0.217
S -4.374 -1.146 -1.529
C -3.027 -0.223 0.670
S -1.950 0.634 -0.453
H 1.221 0.243 6.543
H 1.919 -1.342 6.447
H 0.213 -1.184 6.132
H 2.569 -0.124 4.539
H 1.513 -1.477 4.026
H 2.856 0.077 2.357
H 2.934 -1.800 -1.216
H 4.567 -1.511 -1.110
H 5.238 0.267 0.313
H -0.064 1.997 -2.177
H 1.203 1.624 -3.188
H 1.114 -0.991 -3.395
H -1.554 0.686 3.469
H -2.895 0.093 6.968
H -4.646 0.290 7.115
H -3.623 1.672 6.766
H -5.328 -1.952 3.205
H -5.734 -2.252 0.765
H -3.979 -2.385 -1.879
C 1.454 2.983 -7.844
C 0.031 3.474 -7.535
C -0.079 3.620 -6.010
S 1.583 3.976 -5.430
O 2.035 2.875 -4.612
O 1.653 5.331 -4.944
C 2.388 3.857 -7.014
H 1.689 3.048 -8.905
H 1.554 1.938 -7.540
H -0.133 4.442 -8.013
H -0.725 2.789 -7.916
H -0.734 4.436 -5.713
H -0.404 2.696 -5.533
H 3.377 3.431 -6.868
H 2.461 4.863 -7.426
C 7.572 1.744 6.059
C 7.859 1.157 4.670
C 7.193 -0.224 4.611
S 5.791 -0.151 5.735
O 6.020 -1.063 6.824
O 4.562 -0.189 4.978
C 6.085 1.517 6.308
H 7.827 2.802 6.111
H 8.161 1.218 6.813
H 7.430 1.806 3.905
H 8.928 1.083 4.475
H 6.830 -0.467 3.616
H 7.856 -1.011 4.965
H 5.799 1.593 7.354
H 5.473 2.186 5.702
C -6.903 -4.073 -4.595
C -7.204 -5.573 -4.715
C -6.098 -6.326 -3.963
S -5.517 -5.209 -2.677
O -4.147 -4.853 -2.954
O -5.915 -5.712 -1.387
C -6.568 -3.833 -3.127
H -7.746 -3.463 -4.916
H -6.044 -3.817 -5.219
H -8.172 -5.787 -4.256
H -7.258 -5.894 -5.754
H -6.463 -7.237 -3.496
H -5.252 -6.554 -4.608
H -6.042 -2.899 -2.950
H -7.460 -3.885 -2.504
C 7.152 0.664 -4.288
C 6.477 1.824 -3.543
C 6.597 3.070 -4.430
S 6.667 2.472 -6.124
O 7.957 2.791 -6.681
O 5.449 2.830 -6.807
C 6.629 0.729 -5.719
H 6.928 -0.297 -3.828
H 8.236 0.798 -4.282
H 5.424 1.589 -3.377
H 6.930 1.996 -2.567
H 5.741 3.733 -4.328
H 7.517 3.620 -4.239
H 7.235 0.181 -6.436
H 5.591 0.402 -5.776
C -5.354 -6.999 3.272
C -4.003 -6.311 3.028
C -4.248 -4.797 3.050
S -5.670 -4.539 4.119
O -6.755 -4.017 3.325
O -5.251 -3.887 5.334
C -5.987 -6.268 4.453
H -5.236 -8.061 3.480
H -5.986 -6.896 2.388
H -3.307 -6.584 3.824
H -3.558 -6.619 2.084
H -3.403 -4.244 3.454
H -4.503 -4.414 2.063
H -7.058 -6.427 4.544
H -5.488 -6.518 5.389
C -1.462 5.264 1.286
C -0.575 6.395 0.742
C -0.038 5.938 -0.621
S -1.268 4.809 -1.284
O -0.685 3.493 -1.361
O -1.919 5.404 -2.421
C -2.361 4.845 0.129
H -2.047 5.585 2.147
H -0.841 4.421 1.597
H -1.172 7.301 0.620
H 0.241 6.630 1.423
H 0.090 6.761 -1.319
H 0.896 5.388 -0.524
H -2.812 3.862 0.260
H -3.130 5.590 -0.072

Calculated values
Kohn-Sham gap (eV): 7.24
Multiplicity: 1
SMILES: CCOc1cc(B(N)O)c(B(N)O)c2c1Nc1c(/C(Cl)=C(/C)Cl)ccc(S)c1S2.O=S1(=O)CCCC1.O=S1(=O)CCCC1.O=S1(=O)CCCC1.O=S1(=O)CCCC1.O=S1(=O)CCCC1.O=S1(=O)CCCC1
Highest occupied orbital energy (Eh): -0.264

Results of the Löwdin charge analysis, in e, for atoms 1 through 99: atom 1 (C): -0.065, atom 2 (C): -0.238, atom 3 (O): -0.055, atom 4 (C): -0.204, atom 5 (C): 0.036, atom 6 (C): -0.053, atom 7 (B): -0.570, atom 8 (N): 0.192, atom 9 (O): 0.125, atom 10 (C): -0.064, atom 11 (B): -0.638, atom 12 (N): 0.189, atom 13 (O): 0.141, atom 14 (C): -0.358, atom 15 (C): -0.170, atom 16 (N): 0.132, atom 17 (C): -0.206, atom 18 (C): -0.238, atom 19 (C): -0.665, atom 20 (Cl): 0.770, atom 21 (C): -0.716, atom 22 (C): -0.122, atom 23 (Cl): 0.726, atom 24 (C): -0.043, atom 25 (C): -0.094, atom 26 (C): -0.592, atom 27 (S): 0.795, atom 28 (C): -0.436, atom 29 (S): 1.052, atom 30 (H): 0.080, atom 31 (H): 0.080, atom 32 (H): 0.032, atom 33 (H): 0.068, atom 34 (H): 0.135, atom 35 (H): 0.114, atom 36 (H): 0.075, atom 37 (H): 0.076, atom 38 (H): 0.084, atom 39 (H): 0.008, atom 40 (H): 0.048, atom 41 (H): 0.104, atom 42 (H): 0.120, atom 43 (H): 0.054, atom 44 (H): 0.090, atom 45 (H): 0.070, atom 46 (H): 0.099, atom 47 (H): 0.108, atom 48 (H): -0.128, atom 49 (C): -0.215, atom 50 (C): -0.211, atom 51 (C): -0.209, atom 52 (S): 0.669, atom 53 (O): -0.333, atom 54 (O): -0.324, atom 55 (C): -0.228, atom 56 (H): 0.115, atom 57 (H): 0.119, atom 58 (H): 0.115, atom 59 (H): 0.112, atom 60 (H): 0.104, atom 61 (H): 0.104, atom 62 (H): 0.063, atom 63 (H): 0.113, atom 64 (C): -0.220, atom 65 (C): -0.213, atom 66 (C): -0.216, atom 67 (S): 0.677, atom 68 (O): -0.310, atom 69 (O): -0.328, atom 70 (C): -0.227, atom 71 (H): 0.115, atom 72 (H): 0.120, atom 73 (H): 0.117, atom 74 (H): 0.113, atom 75 (H): 0.098, atom 76 (H): 0.105, atom 77 (H): 0.109, atom 78 (H): 0.110, atom 79 (C): -0.217, atom 80 (C): -0.215, atom 81 (C): -0.219, atom 82 (S): 0.651, atom 83 (O): -0.327, atom 84 (O): -0.330, atom 85 (C): -0.235, atom 86 (H): 0.116, atom 87 (H): 0.120, atom 88 (H): 0.116, atom 89 (H): 0.112, atom 90 (H): 0.101, atom 91 (H): 0.103, atom 92 (H): 0.052, atom 93 (H): 0.113, atom 94 (C): -0.220, atom 95 (C): -0.208, atom 96 (C): -0.210, atom 97 (S): 0.674, atom 98 (O): -0.315, atom 99 (O): -0.332